<1>
Formula: C25H52N2O2P2Re
Source: OMol25
Level of theory: ωB97M-V with the def2-TZVPD basis set

Atoms and positions in Å:
Re1 -0.040 0.327 0.357
C1 0.585 -0.121 -1.385
O1 0.990 -0.370 -2.478
C2 0.714 2.092 0.153
O2 1.182 3.162 -0.015
P1 -2.109 0.847 -1.089
C3 -3.499 1.689 -0.168
H1 -4.206 2.004 -0.946
C4 -1.802 2.107 -2.464
H2 -0.972 2.701 -2.035
C5 -3.034 -0.564 -1.897
H3 -3.317 -1.189 -1.033
C6 2.339 -2.607 0.437
P2 2.034 -0.835 1.028
H4 3.433 -1.343 2.901
H5 1.467 -3.134 0.854
C7 3.683 -0.046 0.549
H6 4.397 -0.860 0.741
C8 -1.308 1.502 -3.780
H7 -2.117 1.025 -4.350
H8 -0.486 0.791 -3.661
H9 -0.924 2.322 -4.406
C9 -2.970 3.056 -2.772
H10 -2.647 3.723 -3.583
H11 -3.263 3.695 -1.935
H12 -3.859 2.515 -3.123
C10 -4.324 -0.138 -2.595
H13 -5.023 0.411 -1.955
H14 -4.834 -1.063 -2.898
H15 -4.139 0.446 -3.506
C11 -2.202 -1.457 -2.826
H16 -2.753 -2.397 -2.973
H17 -1.220 -1.714 -2.418
H18 -2.055 -1.010 -3.816
C12 -4.218 0.737 0.787
H19 -4.902 0.055 0.266
H20 -4.807 1.304 1.524
H21 -3.489 0.131 1.340
C13 -2.979 2.941 0.535
H22 -2.266 2.663 1.318
H23 -3.820 3.470 1.009
H24 -2.473 3.642 -0.139
C14 3.626 -3.236 0.988
H25 3.757 -3.149 2.069
H26 4.515 -2.823 0.495
H27 3.595 -4.307 0.750
C15 2.320 -2.850 -1.073
H28 3.158 -2.363 -1.587
C16 2.075 0.046 3.763
H29 1.390 -2.545 -1.555
H30 2.429 -3.932 -1.243
C17 1.560 -2.345 3.398
H31 1.003 0.131 3.950
H32 2.566 -0.104 4.737
H33 2.427 0.997 3.357
C18 2.349 -1.148 2.859
H34 1.688 -2.408 4.490
H35 1.882 -3.293 2.965
H36 0.488 -2.219 3.204
C19 4.055 1.159 1.412
H37 3.292 1.949 1.330
H38 4.999 1.579 1.038
H39 4.210 0.901 2.464
C20 3.774 0.357 -0.924
H40 3.461 -0.423 -1.626
H41 4.821 0.610 -1.147
H42 3.173 1.258 -1.119
H43 0.048 -1.240 1.207
H44 -1.597 -0.563 0.256
C21 -0.485 3.884 4.801
C22 -0.810 2.640 4.083
C23 -1.570 1.541 4.431
C24 -1.479 0.619 3.382
N1 -0.707 1.144 2.392
N2 -0.321 2.381 2.859
C25 -2.094 -0.711 3.354
H45 -0.703 4.767 4.187
H46 -1.075 3.948 5.723
H47 0.579 3.905 5.077
H48 -2.131 1.389 5.338
H49 0.272 3.026 2.334
H50 -1.764 -1.314 2.496
H51 -1.837 -1.233 4.290
H52 -3.192 -0.615 3.334

Results
Total charge: +4
Kohn-Sham gap (alpha / beta) (eV): 8.29 / 4.10
⟨S²⟩: 3.78
Molecular weight (g mol⁻¹): 660.86
HOMO energy (alpha / beta) (eV): -21.11 / -21.09
Spin multiplicity: 4

<2>
Formula: C25H52N2O2P2Re
Source: OMol25
Level of theory: ωB97M-V with the def2-TZVPD basis set

Atoms and positions in Å:
Re1 0.198 -0.270 0.124
C1 0.816 -1.414 -1.280
O1 1.219 -2.185 -2.084
C2 -0.007 1.481 -0.721
O2 -0.151 2.584 -1.119
P1 -2.106 -0.415 -1.982
C3 -3.667 -1.097 -1.250
H1 -4.415 -0.985 -2.048
C4 -2.675 1.242 -2.648
H2 -2.560 1.882 -1.755
C5 -1.824 -1.505 -3.475
H3 -1.528 -2.455 -2.996
C6 3.709 -0.815 -0.307
P2 2.410 -0.079 0.848
H4 3.840 -0.769 2.642
H5 3.321 -1.828 -0.515
C7 3.298 1.555 1.157
H6 4.360 1.313 0.983
C8 -1.751 1.811 -3.730
H7 -1.954 1.367 -4.713
H8 -0.689 1.702 -3.486
H9 -1.949 2.889 -3.806
C9 -4.141 1.309 -3.089
H10 -4.302 2.273 -3.593
H11 -4.830 1.267 -2.239
H12 -4.404 0.513 -3.797
C10 -3.079 -1.758 -4.313
H13 -3.933 -2.115 -3.723
H14 -2.846 -2.543 -5.048
H15 -3.377 -0.863 -4.879
C11 -0.656 -1.048 -4.361
H16 -0.197 -1.937 -4.814
H17 0.129 -0.534 -3.797
H18 -0.993 -0.402 -5.180
C12 -3.528 -2.587 -0.908
H19 -3.741 -3.219 -1.781
H20 -4.251 -2.850 -0.123
H21 -2.522 -2.839 -0.542
C13 -4.111 -0.258 -0.049
H22 -3.362 -0.298 0.752
H23 -5.054 -0.667 0.340
H24 -4.285 0.793 -0.303
C14 5.124 -0.938 0.289
H25 5.151 -1.252 1.336
H26 5.675 0.008 0.195
H27 5.669 -1.697 -0.292
C15 3.787 -0.041 -1.628
H28 4.325 0.906 -1.500
C16 1.933 -0.857 3.575
H29 2.807 0.162 -2.074
H30 4.348 -0.650 -2.351
C17 2.868 -2.613 2.062
H31 0.907 -1.193 3.390
H32 2.315 -1.450 4.417
H33 1.901 0.185 3.910
C18 2.830 -1.106 2.367
H34 2.799 -3.158 3.016
H35 3.796 -2.922 1.570
H36 2.020 -2.912 1.427
C19 3.149 2.059 2.592
H37 2.090 2.228 2.832
H38 3.680 3.017 2.683
H39 3.582 1.379 3.331
C20 2.891 2.649 0.169
H40 2.862 2.307 -0.872
H41 3.614 3.474 0.245
H42 1.903 3.063 0.406
H43 0.235 -1.715 1.077
H44 -1.408 -0.917 -0.259
C21 -0.103 3.120 4.466
C22 -0.622 1.989 3.670
C23 -1.389 0.899 4.030
C24 -1.428 0.019 2.940
N1 -0.738 0.590 1.921
N2 -0.304 1.812 2.378
C25 -2.110 -1.284 2.871
H45 -0.904 3.481 5.122
H46 0.740 2.798 5.097
H47 0.230 3.952 3.840
H48 -1.877 0.740 4.972
H49 0.144 2.503 1.772
H50 -1.827 -1.892 3.745
H51 -3.200 -1.138 2.912
H52 -1.873 -1.852 1.961

Results
Total charge: +4
Kohn-Sham gap (alpha / beta) (eV): 7.35 / 4.77
⟨S²⟩: 3.78
Molecular weight (g mol⁻¹): 660.86
HOMO energy (alpha / beta) (eV): -21.54 / -21.64
Spin multiplicity: 4

Stability, highest: <1>

<1>
Formula: C7H10S
Source: OMol25
Level of theory: ωB97M-V with the def2-TZVPD basis set

Atoms and positions in Å:
C1 -0.023 1.588 -0.212
C2 1.284 1.838 -0.405
C3 -0.181 0.153 -0.025
C4 0.954 -0.510 0.057
C5 2.018 0.506 -0.260
C6 1.220 -1.980 0.162
C7 -2.755 -0.262 0.864
S1 -3.756 0.661 -0.246
H1 -0.835 2.425 -0.278
H2 1.617 2.776 -0.748
H3 2.556 0.194 -1.188
H4 2.931 0.520 0.426
H5 1.695 -2.206 -0.799
H6 0.144 -2.285 0.273
H7 1.896 -2.137 1.054
H8 -2.939 -0.084 1.900
H9 -2.548 -1.301 0.915
H10 -3.278 0.106 -1.491

Results
Total charge: 0
Kohn-Sham gap (alpha / beta) (eV): 7.82 / 8.50
Molecular weight (g mol⁻¹): 126.22
HOMO energy (alpha / beta) (eV): -7.81 / -8.30
Spin multiplicity: 1

<2>
Formula: C7H10S
Source: OMol25
Level of theory: ωB97M-V with the def2-TZVPD basis set

Atoms and positions in Å:
C1 0.704 1.458 -2.561
C2 -0.209 0.507 -2.511
C3 0.013 1.405 -1.286
C4 0.687 0.605 -0.200
C5 -0.242 -0.409 0.284
C6 0.263 -1.338 1.438
C7 -0.878 -1.061 2.417
S1 -1.579 0.291 1.367
H1 1.408 1.752 -3.231
H2 -0.829 -0.245 -2.871
H3 -0.561 2.327 -1.042
H4 1.652 0.149 -0.452
H5 0.837 1.260 0.568
H6 -0.706 -0.946 -0.586
H7 1.153 -0.882 1.783
H8 0.491 -2.307 1.251
H9 -1.618 -1.926 2.357
H10 -0.586 -0.638 3.275

Results
Total charge: 0
Kohn-Sham gap (eV): 9.43
Molecular weight (g mol⁻¹): 126.22
HOMO energy (eV): -8.37
Spin multiplicity: 1

Stability, highest: <2>